Computed, not measured: a 11-piece molecular cluster, C39H75F18O32P5 overall in a non-equilibrium geometry, with the ωB97M-V functional and the def2-TZVPD basis.

The geometry in XYZ format:
```
169
Properties=species:S:1:pos:R:3:mulliken_charge:R:1
C 7.2914 0.8929 -0.1337 -0.71
C 8.4877 1.4632 -0.8124 -0.47
O 8.7457 1.2002 -2.2511 -0.31
C 8.4298 0.0294 -2.8915 0.40
O 8.4028 -1.0550 -2.3754 -0.51
C 7.9958 0.2475 -4.3174 0.93
F 9.0498 0.3453 -5.1546 -0.27
F 7.2434 -0.7366 -4.7302 -0.24
F 7.2762 1.3538 -4.4522 -0.24
H 7.3126 -0.2077 -0.3389 0.32
H 6.3532 1.2258 -0.5815 0.17
H 7.1636 1.1381 0.9943 0.34
H 9.4078 1.1439 -0.2466 0.27
H 8.3491 2.5276 -0.7586 0.31
C -2.6128 -2.4001 6.0226 -0.92
C -2.8288 -0.9662 6.5205 -0.26
O -4.0824 -0.3833 6.0586 -0.37
C -4.0203 -0.0207 4.7261 0.20
O -3.0739 -0.1662 3.9931 -0.34
C -5.3840 0.6696 4.2299 0.92
F -5.6877 1.6672 5.0237 -0.27
F -5.2978 1.0120 2.9914 -0.18
F -6.3494 -0.2374 4.2714 -0.29
H -1.8546 -2.9413 6.5464 0.47
H -2.2544 -2.4218 4.9608 0.10
H -3.4973 -2.9945 6.0740 0.31
H -1.9201 -0.3293 6.2409 0.22
H -2.9274 -0.8098 7.6016 0.35
C -3.5212 -7.5182 3.5869 -1.01
C -4.5661 -6.5564 3.9142 -0.04
O -4.9927 -5.9736 2.6388 -0.31
C -4.5910 -4.7828 2.1990 0.36
O -3.8223 -3.9625 2.6731 -0.47
C -5.2262 -4.3385 0.8412 0.84
F -6.0856 -5.2106 0.4184 -0.26
F -5.9328 -3.1893 0.9965 -0.27
F -4.3256 -4.0229 -0.0315 -0.19
H -3.4647 -8.1781 4.4694 0.40
H -2.5266 -7.0804 3.3442 0.19
H -3.8414 -8.2835 2.8448 0.34
H -4.2083 -5.7496 4.5198 0.16
H -5.4999 -6.9985 4.2064 0.26
C 0.7955 -4.3313 -1.0790 -0.89
C 1.6586 -4.9773 0.0230 -0.65
O 1.2901 -4.5056 1.2935 -0.05
C 0.3553 -5.1341 1.9435 0.19
O -0.1834 -6.2008 1.6346 -0.61
C 0.1909 -4.5217 3.3175 1.04
F 1.3765 -4.4787 3.9225 -0.24
F -0.2115 -3.2250 3.2217 -0.18
F -0.7026 -5.1597 4.0621 -0.25
H -0.2363 -4.4952 -0.9104 0.33
H 0.9575 -4.7787 -2.0738 0.52
H 0.9356 -3.2582 -0.8779 0.12
H 2.7311 -4.7396 0.0513 0.22
H 1.5790 -6.1308 -0.0021 0.34
C 2.9687 -1.6443 5.4927 -1.11
C 3.9735 -0.8907 4.6605 0.23
O 4.6472 -1.9572 3.8772 -0.39
C 4.9296 -1.7951 2.5999 0.32
O 4.8816 -0.8180 1.9150 -0.36
C 5.2029 -3.1803 1.9086 0.89
F 4.1520 -3.9853 2.0733 -0.21
F 5.5387 -3.1206 0.6417 -0.22
F 6.2071 -3.8202 2.5432 -0.31
H 3.4253 -2.5649 5.8548 0.35
H 2.0471 -1.9230 4.9753 0.09
H 2.7327 -1.0626 6.3737 0.43
H 4.7604 -0.4874 5.2472 0.41
H 3.4296 -0.2153 3.9827 -0.11
C -1.5889 -1.7689 -2.7829 1.06
C -2.1613 -2.9662 -3.5268 -0.79
O -2.5432 -2.3595 -4.8090 -0.13
C -3.3357 -3.1504 -5.5109 0.05
O -3.7383 -4.2406 -5.2886 -0.52
C -3.6498 -2.4262 -6.8350 0.94
F -4.1072 -1.1447 -6.5772 -0.22
F -2.5705 -2.4166 -7.6479 -0.25
F -4.5787 -3.1244 -7.4289 -0.24
H -1.3906 -2.0175 -1.7281 -0.15
H -2.1891 -0.8236 -2.8338 -0.43
H -0.6498 -1.4986 -3.2234 -0.23
H -3.0395 -3.4028 -3.1335 0.46
H -1.4389 -3.7190 -3.7716 0.38
C -0.4544 3.6067 2.9263 -0.40
O -1.2732 4.1140 1.8376 0.64
P -2.7776 4.5862 2.2353 -0.04
O -3.7749 3.5374 2.4788 -0.42
O -2.5489 5.6447 3.4329 -0.27
C -3.4093 5.6626 4.5551 -0.63
O -3.2387 5.3648 0.9585 -0.17
C -2.5884 6.5211 0.3726 -0.62
H 0.5699 3.5673 2.4670 -0.13
H -0.7665 2.6099 3.1693 0.13
H -0.4480 4.2870 3.7920 0.47
H -4.3123 6.2193 4.3299 0.29
H -2.7552 6.1018 5.3173 0.25
H -3.7784 4.6538 4.8655 0.23
H -2.6641 7.4332 0.9716 0.25
H -3.1222 6.7323 -0.5839 0.25
H -1.5109 6.2973 0.1298 0.19
C -5.5732 2.5167 -4.3483 -0.61
O -4.1482 2.1942 -3.9674 -0.45
P -3.9264 1.7118 -2.4506 0.19
O -2.4931 1.4542 -2.1214 0.22
O -4.9662 0.5441 -2.2142 -0.26
C -4.7224 -0.7240 -1.5473 -0.24
O -4.6069 2.9313 -1.6286 -0.34
C -5.1447 2.6645 -0.3278 -0.59
H -5.5728 3.4001 -4.9226 0.27
H -6.2011 2.4477 -3.4171 0.29
H -5.7959 1.7685 -5.1098 0.21
H -4.7370 -1.5326 -2.2937 0.19
H -5.5227 -0.9178 -0.8606 0.37
H -3.7848 -0.6378 -0.9333 0.04
H -4.4715 2.0535 0.2350 0.21
H -6.1872 2.3950 -0.3848 0.23
H -5.2407 3.6825 0.0553 0.33
C 1.5366 1.8455 -7.9122 -0.72
O 2.3879 1.8215 -6.6381 -0.43
P 1.7143 1.1154 -5.4565 0.97
O 2.4531 1.2378 -4.2042 -0.50
O 0.2935 1.7822 -5.5287 -0.44
C -0.5560 1.7970 -4.4278 0.05
O 1.4696 -0.4468 -5.9362 -0.37
C 2.1111 -1.4881 -5.1094 -0.23
H 1.0746 0.8929 -8.1506 0.31
H 2.2587 2.0853 -8.6458 0.29
H 0.8604 2.6482 -7.9456 0.28
H -0.7011 0.8570 -3.8854 -0.17
H -1.5710 2.0787 -4.7534 0.14
H -0.2540 2.5603 -3.7129 0.32
H 1.7806 -1.3341 -4.0983 -0.17
H 3.2128 -1.4865 -5.2477 0.29
H 1.6127 -2.3757 -5.3864 0.33
C 3.7199 5.0057 -2.1975 -0.56
O 3.9354 5.0833 -0.8157 -0.35
P 2.7995 4.9383 0.3055 1.11
O 1.4196 4.9407 -0.2286 -0.61
O 2.9905 3.6709 1.2936 -0.30
C 4.1677 2.8122 1.0537 -0.89
O 3.2210 6.0548 1.3250 -0.41
C 3.1015 7.4088 0.7838 -0.66
H 4.3745 5.7228 -2.7312 0.28
H 2.6407 5.2282 -2.4322 0.28
H 4.0521 3.9855 -2.6328 0.20
H 3.8309 2.2109 0.2517 0.24
H 4.3056 2.2189 1.9382 0.42
H 5.0307 3.3782 0.7226 0.52
H 3.7669 8.0577 1.3748 0.24
H 2.0473 7.7934 0.9197 0.20
H 3.3767 7.4045 -0.2562 0.33
C 3.1005 -0.7214 -1.0576 -0.40
O 1.7452 -0.8407 -0.6382 0.28
P 1.2326 -0.5963 0.8238 -0.11
O 2.0512 -1.1670 1.9437 -0.23
O -0.2534 -1.1608 0.5954 0.53
C -1.2322 -0.8943 1.6276 -1.15
O 1.1111 0.9871 0.9847 0.21
C 0.2388 1.7457 0.0438 -0.19
H 3.2146 0.0110 -1.8515 0.16
H 3.3197 -1.6387 -1.6095 0.26
H 3.7139 -0.6006 -0.1993 0.09
H -0.6868 -0.7573 2.5958 0.31
H -1.9385 -1.6768 1.6884 0.63
H -1.7352 0.0923 1.4136 -0.04
H -0.7423 1.7615 0.4682 -0.03
H 0.2194 1.3599 -1.0143 0.02
H 0.5606 2.7578 0.1245 -0.12
```

The calculation puts the highest occupied orbital energy at -0.3743 Ha. Its structure (SMILES) is CCOC(=O)C(F)(F)F.CCOC(=O)C(F)(F)F.CCOC(=O)C(F)(F)F.CCOC(=O)C(F)(F)F.CCOC(=O)C(F)(F)F.CCOC(=O)C(F)(F)F.COP(=O)(OC)OC.COP(=O)(OC)OC.COP(=O)(OC)OC.COP(=O)(OC)OC.COP(=O)(OC)OC. As for the spin multiplicity: 1. The HOMO-LUMO gap is 10.72 eV. The value obtained for the calculated total energy is -7443.53717 Eh.


Computed, not measured: C21H29CrN5O4PS3 as an isolated structure in a non-equilibrium geometry, with the ωB97M-V functional and the def2-TZVPD basis.

The geometry in XYZ format:
```
64
Properties=species:S:1:pos:R:3:nbo_charge:R:1
Cr -0.5201 -0.1446 0.6814 0.98
C -0.8785 3.8620 2.3106 -0.25
C -0.4256 2.7715 1.5880 -0.01
N -1.0542 1.5678 1.6355 -0.56
C -2.1582 1.4562 2.3880 0.19
C -2.7177 2.5189 3.1430 -0.07
C -2.0149 3.7637 3.0918 -0.28
C -3.8866 2.2811 3.8782 -0.23
C -4.5107 1.0327 3.8729 -0.25
C -3.9702 -0.0363 3.1544 -0.11
C -4.5336 -1.3393 3.0827 -0.11
C -3.8598 -2.3221 2.4099 -0.28
C -2.6490 -2.0435 1.7730 0.07
N -2.1279 -0.8183 1.7432 -0.47
C -2.7668 0.1593 2.4242 0.18
H -0.3179 4.7864 2.2560 0.20
H 0.4610 2.8263 0.9756 0.20
H -2.3855 4.6044 3.6655 0.19
H -4.3113 3.0946 4.4548 0.20
H -5.4238 0.8811 4.4370 0.20
H -5.4900 -1.5319 3.5534 0.20
H -4.2595 -3.3256 2.3522 0.21
H -2.0955 -2.8154 1.2641 0.21
O -2.0640 -2.4237 -1.2183 -0.76
S -2.8235 -1.1327 -1.8078 2.19
O -4.1337 -1.2365 -1.2294 -0.95
O -2.7286 -1.2414 -3.2473 -0.98
S -1.8930 0.5430 -1.2407 -0.46
C 1.3292 -3.4687 -2.0622 -0.40
N -0.1076 -3.3743 -2.0100 -0.47
C -0.7984 -3.8236 -3.2006 -0.40
C -0.6322 -2.4039 -1.1528 0.65
N -0.0073 -1.6864 -0.3581 -0.81
H 1.6241 -4.5018 -2.2645 0.18
H 1.7225 -3.1531 -1.0995 0.24
H 1.7528 -2.8244 -2.8484 0.16
H -0.6824 -4.9073 -3.3056 0.17
H -0.3929 -3.3397 -4.0985 0.17
H -1.8528 -3.5830 -3.1425 0.24
O 3.4205 2.7444 1.6151 -0.74
S 1.5980 -0.0419 1.7935 -0.13
N 1.2978 0.6640 0.2322 -1.23
C 2.1037 1.1508 -3.7752 -0.60
C 1.3124 0.9683 -2.4830 -0.76
P 2.3071 0.8065 -0.9762 1.86
C 3.5894 -0.4755 -1.3295 -0.76
C 3.9093 -1.3964 -0.1507 -0.61
C 3.2646 2.3704 -0.8299 -0.79
C 4.1327 2.4646 0.4356 -0.05
H 1.4158 1.2665 -4.6126 0.22
H 2.7354 0.2846 -3.9805 0.20
H 2.7431 2.0350 -3.7400 0.20
H 0.6993 0.0646 -2.5089 0.28
H 0.6239 1.7947 -2.3061 0.26
H 4.4833 0.0478 -1.6772 0.22
H 3.1977 -1.0708 -2.1567 0.24
H 4.3181 -0.8462 0.6954 0.21
H 4.6330 -2.1552 -0.4571 0.20
H 3.0031 -1.8850 0.2012 0.25
H 2.5268 3.1767 -0.8112 0.25
H 3.8919 2.4872 -1.7185 0.22
H 2.8109 2.0150 1.8451 0.50
H 4.8214 3.3032 0.3116 0.18
H 4.7448 1.5554 0.5340 0.15
```

The calculation puts the highest occupied orbital energy (spin up / spin down) at -0.0675 / -0.1638 Ha. The calculation puts the energy relative to the best compared isomer or geometry (same formula, charge and spin) at 1.162 eV. As for the total charge: -1. As for the spin multiplicity: 5. The HOMO-LUMO gap (spin up / spin down) is 4.32 / 6.94 eV. The expectation value of S² is 6.08. The value obtained for the calculated total energy is -3972.89025 Eh.